Computed, not measured: a molecular structure, C53H56CdGe2N10O4SeSi, with ωB97M-V/def2-TZVPD.

Each line ends with the Mulliken spin population.
Cartesian coordinates (Å):
Cd: -1.53 0.27 -0.01  -0.08
Se: -1.57 1.77 -2.21  0.02
Ge: 1.61 2.72 -0.21  0.42
Ge: 1.02 4.41 1.46  0.08
Si: -3.01 3.45 -2.55  0.02
O: 0.60 0.59 0.98  0.11
O: -6.33 0.13 -0.84  0.00
O: -3.71 -0.18 0.20  0.00
O: 1.22 -6.08 -0.71  0.00
N: 2.35 -7.72 -1.64  0.00
N: -0.49 -1.26 -1.49  0.02
N: -2.24 -3.50 2.68  0.00
N: 2.34 -7.91 -0.26  0.00
N: -1.81 1.00 2.06  -0.02
N: 0.91 -1.57 -3.21  0.00
N: -0.69 0.95 2.89  0.02
N: -0.92 -3.33 2.95  0.00
N: -0.28 -2.16 -3.45  0.00
N: -1.33 -1.97 1.31  0.00
C: 1.82 3.53 -4.39  0.00
C: 1.45 -5.98 -3.15  0.00
C: 1.11 -4.73 -5.59  0.00
C: 3.45 2.11 0.21  0.11
C: 1.59 0.63 4.49  0.00
C: 4.14 2.59 1.32  0.00
C: -5.87 0.76 0.29  0.00
C: 1.77 2.90 -3.15  0.04
C: 5.97 1.08 0.91  0.02
C: 0.98 -6.24 4.35  0.00
C: 1.59 0.34 3.13  -0.01
C: -4.53 0.64 0.78  0.00
C: 1.83 3.62 -1.96  0.06
C: 0.49 -5.32 3.43  0.00
C: 1.67 -6.94 0.24  0.00
C: 5.39 2.08 1.67  -0.01
C: 0.60 -4.89 -3.25  0.00
C: 2.67 -0.33 2.57  0.01
C: 1.99 6.13 1.42  0.03
C: 1.95 -5.83 -5.49  0.00
C: -2.88 1.47 2.55  0.01
C: -4.21 1.43 1.93  0.00
C: -0.41 -2.42 2.13  0.00
C: 0.41 0.67 2.25  0.09
C: 5.31 0.60 -0.21  0.00
C: -4.14 2.97 -3.97  0.00
C: -4.08 3.89 -1.09  0.00
C: 2.68 0.29 5.27  0.00
C: 1.95 5.01 -2.06  0.00
C: 3.77 -0.37 4.72  0.00
C: 1.68 -7.36 3.94  0.00
C: -6.81 1.51 0.96  0.00
C: 0.73 -1.02 -2.03  0.09
C: 4.06 1.11 -0.55  0.06
C: -0.26 -4.12 3.96  0.00
C: 1.94 4.91 -4.46  0.01
C: -6.49 2.22 2.12  0.00
C: 1.12 3.84 3.34  0.00
C: -2.44 -2.66 1.70  0.00
C: 2.01 5.65 -3.29  0.00
C: -0.87 4.83 1.15  0.00
C: 1.69 -6.64 -1.85  0.00
C: -0.46 -3.04 -4.58  0.00
C: 2.13 -6.46 -4.27  0.00
C: 0.43 -4.26 -4.48  0.00
C: -5.44 -0.23 -1.89  0.00
C: 0.70 -5.55 2.08  0.00
C: -1.10 -1.96 -2.42  0.00
C: -5.20 2.18 2.58  0.00
C: 3.76 -0.69 3.36  0.00
C: 1.40 -6.67 1.66  0.00
C: 1.90 -7.58 2.59  0.00
C: -2.04 4.94 -3.14  0.00
H: 2.06 -8.06 4.67  0.00
H: -0.25 -2.49 -5.50  0.00
H: -2.82 1.95 3.53  0.00
H: 0.34 3.10 3.54  0.00
H: 2.44 -8.45 2.24  0.00
H: 3.06 6.00 1.26  0.00
H: 0.09 -4.53 -2.37  0.00
H: 5.90 2.46 2.55  0.00
H: 2.66 -0.55 1.51  0.00
H: 0.72 1.12 4.91  0.00
H: -7.25 2.80 2.63  0.00
H: 2.08 3.41 3.61  0.00
H: 1.64 1.82 -3.12  -0.01
H: -4.88 4.57 -1.40  0.00
H: -2.12 -2.33 -2.37  0.00
H: 0.82 -6.07 5.41  0.00
H: -3.50 4.38 -0.31  0.00
H: 0.93 4.72 3.96  0.00
H: 3.71 3.38 1.93  0.00
H: -1.49 5.42 -2.32  0.00
H: 2.79 -7.31 -4.16  0.00
H: 2.00 5.61 -1.16  -0.01
H: -1.45 3.91 1.20  0.00
H: -4.71 0.56 -2.10  0.00
H: -4.90 -1.14 -1.66  0.00
H: -1.01 5.26 0.16  0.00
H: -4.92 2.73 3.47  0.00
H: -2.70 5.69 -3.59  0.00
H: 2.10 6.73 -3.34  0.00
H: 1.48 -0.44 -1.52  -0.08
H: 1.97 5.41 -5.42  0.00
H: 4.60 -1.21 2.92  0.00
H: 1.00 -4.22 -6.54  0.00
H: 2.68 0.54 6.33  0.00
H: 2.48 -6.19 -6.36  0.00
H: 1.84 6.61 2.39  0.00
H: 1.59 6.78 0.64  0.00
H: -1.04 -4.45 4.65  0.00
H: 0.63 -2.11 2.15  0.00
H: 0.42 -3.47 4.51  0.00
H: -4.69 3.85 -4.34  0.00
H: -7.81 1.54 0.55  0.00
H: 3.55 0.71 -1.43  -0.01
H: -1.31 4.62 -3.88  0.00
H: 4.62 -0.63 5.33  0.00
H: 5.76 -0.18 -0.82  0.00
H: 0.33 -4.85 1.34  0.00
H: -1.24 5.53 1.90  0.00
H: -1.51 -3.33 -4.59  0.00
H: -3.55 2.56 -4.79  0.00
H: -6.08 -0.38 -2.76  0.00
H: -4.54 3.00 -0.65  0.00
H: 1.75 2.94 -5.30  0.00
H: 6.94 0.67 1.19  0.00
H: -3.41 -2.50 1.24  0.00
H: -4.87 2.22 -3.67  0.00

spin multiplicity	2
lowest unoccupied orbital energy (spin up / spin down)	1.43 / 1.43	eV
net charge	-1
energy relative to the best compared isomer or geometry (same formula, charge and spin)	0.716	eV